The following is a quantum chemistry calculation of a structure of composition C23H25MoO2SbSe2Te4, from the OMol25 dataset.

The spin multiplicity is 1. The calculation puts the energy above the lowest of the compared OMol25 structures with the same formula, charge and spin at 30.4 kJ/mol. The total charge is +2. The frontier orbital gap (alpha / beta) is 5.3718 / 5.3645 eV.

The geometry in XYZ format:
```
58
Properties=species:S:1:pos:R:3:forces:R:3
Mo -0.24453 -0.54377 0.09209 0.36 0.18 -0.32
O -5.59223 -1.13270 3.23331 -0.02 -0.03 0.00
C -4.92938 0.04061 2.81705 0.03 0.03 -0.04
C -3.94763 -0.32509 1.67222 -0.10 0.16 0.33
C -4.79358 -0.80918 0.50411 -0.12 -0.01 0.07
O -3.96097 -1.33409 -0.52468 -0.06 -0.02 -0.09
C -3.19782 0.98432 1.40671 0.20 0.01 -0.16
Se -1.98476 1.02443 -0.14076 0.05 -0.14 0.15
C -3.02932 -1.39533 2.25776 0.23 -0.07 -0.08
Se -1.59619 -2.16035 1.14509 0.09 0.14 0.08
H -6.26357 -0.91305 3.88695 -0.01 -0.01 -0.01
H -4.35864 0.48591 3.64249 0.01 -0.01 -0.04
H -5.63560 0.79353 2.44694 -0.01 -0.03 -0.01
H -5.39255 0.03261 0.13542 0.04 -0.02 -0.05
H -5.48141 -1.57205 0.87592 0.04 -0.01 -0.04
H -4.52361 -1.77118 -1.17231 -0.03 -0.01 0.00
H -2.59722 1.23989 2.27957 -0.04 0.02 -0.04
H -3.89282 1.80522 1.22594 -0.06 -0.06 -0.04
H -3.60083 -2.26126 2.58597 -0.05 0.01 -0.08
H -2.51622 -0.98491 3.12709 -0.03 -0.03 0.03
Te 2.50837 -0.00134 -0.05398 0.12 -0.13 0.09
Te 2.48272 -1.04394 -2.51672 -0.58 -0.24 -0.16
Te 0.38622 -2.74824 -1.74039 0.14 0.43 0.04
Te -0.18670 -0.33130 -2.88919 0.20 -0.11 0.36
C -2.35387 0.32886 6.48242 -0.02 -0.01 0.03
C -1.57772 -0.75871 6.10430 0.00 0.00 -0.02
C -0.78452 -0.68281 4.96904 0.00 -0.04 0.05
C -0.77254 0.48396 4.20832 -0.02 0.00 0.18
C -1.54312 1.57715 4.59221 -0.10 -0.04 0.06
C -2.33538 1.49471 5.73144 0.02 0.02 -0.04
Sb 0.46435 0.60414 2.51853 -0.63 -0.19 -0.25
C 0.88165 2.64500 2.41870 0.04 0.31 0.10
C 0.77801 3.37606 1.23934 0.05 -0.02 -0.03
C 1.05214 4.73773 1.24262 0.00 -0.04 -0.02
C 1.42784 5.36815 2.41858 0.01 0.03 0.04
C 1.52947 4.64446 3.59981 -0.01 -0.03 -0.05
C 1.25459 3.28529 3.60349 -0.02 0.06 0.02
C 2.23610 -0.28377 3.19097 0.31 -0.15 0.01
C 3.33793 0.48160 3.56702 0.05 0.04 0.00
C 4.48979 -0.14329 4.02961 -0.03 -0.03 -0.02
C 4.54299 -1.52550 4.11674 0.03 0.00 0.01
C 3.45158 -2.29436 3.73097 -0.01 0.02 -0.01
C 2.30508 -1.67757 3.25919 -0.03 -0.03 0.00
H -2.96526 0.27140 7.37267 -0.01 -0.01 0.01
H -1.58364 -1.66304 6.69760 0.00 -0.01 0.00
H -0.17621 -1.53876 4.69715 0.02 0.04 -0.03
H -1.53122 2.49895 4.02293 0.05 0.03 -0.02
H -2.92784 2.34683 6.03694 0.00 0.01 0.00
H 0.48743 2.89575 0.31217 -0.01 -0.01 0.03
H 0.97065 5.30557 0.32579 0.00 0.00 -0.01
H 1.64027 6.42869 2.41982 0.00 0.01 -0.01
H 1.81811 5.13836 4.51778 0.00 0.00 0.00
H 1.32101 2.74093 4.53920 -0.01 -0.05 -0.02
H 3.31958 1.56217 3.50084 -0.06 0.01 0.00
H 5.34348 0.45190 4.32256 0.01 0.02 0.00
H 5.43895 -2.00916 4.48138 0.01 0.00 0.01
H 3.49997 -3.37280 3.79518 -0.01 -0.02 0.00
H 1.46955 -2.29235 2.93683 -0.01 0.03 0.00
```
Positions in Å, forces in eV/Å.